Formula: C9H14O
Source: the Open Molecules 2025 dataset
Level of theory: wB97M-V/def2-TZVPD

LUMO	0.92	eV
E_HOMO	-0.303	Eh
gap between HOMO and LUMO	9.170	eV

Structure (XYZ):
```
24
C9H14O wB97M-V/def2-TZVPD
C 0.91 1.73 2.80
C -0.24 -1.62 1.46
C -0.23 -0.38 2.13
C 0.76 -1.78 0.54
C 0.76 0.59 1.84
C 1.64 -0.80 0.11
C 1.61 0.46 0.73
O 0.86 -2.99 -0.17
H -0.80 -2.32 2.05
H -1.06 -0.08 2.75
H 0.26 -3.55 0.33
H 2.46 -1.13 -0.48
H 1.92 2.13 2.84
H 0.37 1.70 3.76
H 2.27 1.22 0.39
H 0.36 2.55 2.31
C -0.79 0.37 -2.64
C -2.22 0.64 -3.22
H -0.16 1.15 -3.08
H -0.74 0.46 -1.55
H -0.33 -0.55 -3.01
H -2.79 1.12 -2.43
H -2.69 -0.32 -3.46
H -2.14 1.38 -4.01
```